Density functional theory data (ωB97M-V/def2-TZVPD) for the ion C8H9O5 with charge -1 in a non-equilibrium geometry.

Geometry as ORCA input:
```
! wB97M-V def2-TZVPD RIJCOSX def2/J DEFGRID3
* xyz -1 1
C -1.539 -1.279 0.442
C -0.579 -1.319 -0.444
C -2.147 -0.098 1.112
C 0.657 0.977 0.680
C -0.540 1.459 0.186
C -2.139 -2.610 0.868
C -0.782 2.166 -1.114
C 2.976 0.712 0.238
O 0.210 -1.512 -1.296
O -3.111 -0.246 1.845
O 0.854 0.372 1.740
O -1.712 1.137 0.900
O 1.766 1.301 -0.160
H -3.032 -2.389 1.450
H -1.440 -3.170 1.491
H -2.401 -3.222 0.005
H -1.572 1.670 -1.686
H 0.136 2.164 -1.693
H -1.096 3.202 -0.952
H 3.181 -0.189 -0.353
H 2.910 0.434 1.296
H 3.783 1.433 0.086
*
```

## Properties
Gap between HOMO and LUMO = 6.497 eV
LUMO energy = 0.1321 Eh
Electronic energy = -686.4547 Ha
Energy above the lowest of the compared OMol25 structures with the same formula, charge and spin = 0.0 kcal/mol
SMILES = CO/C([O-])=C(\C)OC(=O)C(C)=C=O

=====

Density functional theory data (ωB97M-V/def2-TZVPD) for a cluster of 10 separate species, C90H190N10O10 in total in a non-equilibrium geometry.

Geometry as ORCA input:
```
! wB97M-V def2-TZVPD RIJCOSX def2/J DEFGRID3
* xyz 0 1
C 0.923 2.906 -0.406
C 0.521 1.424 -0.055
C -0.679 1.576 0.982
C -1.428 0.238 1.209
C -1.937 -0.260 -0.178
C -0.830 -0.426 -1.171
N 0.097 0.747 -1.251
O 1.019 0.666 -2.268
C -0.061 -1.627 -0.889
C -1.506 -0.622 -2.538
C 1.607 0.798 0.880
H 1.125 3.481 0.498
H 0.092 3.415 -0.894
H 1.789 2.894 -1.068
H -0.403 1.965 1.962
H -1.418 2.119 0.392
H -2.286 0.576 1.791
H -0.758 -0.413 1.770
H -2.750 0.417 -0.442
H -2.414 -1.237 -0.105
H 0.354 -1.728 0.114
H -0.709 -2.503 -0.852
H 0.683 -1.920 -1.629
H -2.048 -1.567 -2.567
H -2.280 0.136 -2.660
H -0.843 -0.632 -3.404
H 2.322 0.168 0.350
H 1.235 0.182 1.699
H 2.192 1.533 1.434
H 0.443 0.792 -3.025
C 0.365 -1.563 4.330
C 1.671 -1.134 5.072
C 1.573 -1.334 6.675
C 1.821 -2.746 7.123
C 3.126 -3.220 6.503
C 3.322 -3.035 4.954
N 2.909 -1.712 4.554
O 3.087 -1.362 3.230
C 4.798 -3.227 4.742
C 2.537 -4.109 4.190
C 1.680 0.458 4.948
H -0.379 -0.805 4.086
H -0.204 -2.165 5.039
H 0.574 -2.340 3.594
H 2.372 -0.770 7.156
H 0.599 -1.257 7.160
H 1.081 -3.476 6.795
H 1.999 -2.829 8.195
H 3.390 -4.238 6.793
H 3.901 -2.629 6.990
H 5.398 -2.391 5.101
H 5.099 -4.100 5.321
H 4.905 -3.413 3.673
H 1.482 -4.154 4.458
H 2.506 -4.168 3.102
H 3.029 -5.054 4.421
H 0.715 0.883 5.222
H 1.876 0.755 3.918
H 2.319 0.922 5.699
H 3.723 -0.688 3.480
C 3.956 10.306 1.150
C 3.804 9.314 -0.038
C 4.869 8.183 -0.037
C 4.689 6.822 -0.638
C 3.327 6.291 -0.163
C 2.137 7.312 -0.536
N 2.436 8.664 0.018
O 1.395 9.639 -0.123
C 1.805 7.369 -2.023
C 0.928 6.887 0.187
C 3.880 10.142 -1.406
H 3.893 9.677 2.039
H 3.198 11.080 1.268
H 4.944 10.756 1.248
H 5.676 8.594 -0.642
H 5.192 8.149 1.004
H 5.474 6.147 -0.298
H 4.745 6.746 -1.724
H 3.437 6.180 0.915
H 3.154 5.335 -0.656
H 1.513 6.427 -2.486
H 1.118 8.163 -2.316
H 2.738 7.635 -2.519
H 1.092 7.124 1.238
H 0.063 7.492 -0.083
H 0.728 5.823 0.064
H 4.850 10.637 -1.459
H 3.083 10.885 -1.413
H 3.689 9.462 -2.236
H 1.300 9.937 0.785
C -3.537 4.682 -2.203
C -3.370 4.093 -3.572
C -3.545 5.175 -4.630
C -3.161 4.744 -6.067
C -1.782 4.114 -6.001
C -1.524 2.990 -4.894
N -2.021 3.529 -3.634
O -1.979 2.622 -2.611
C -2.201 1.712 -5.370
C 0.017 2.798 -4.793
C -4.565 3.164 -3.780
H -4.478 5.230 -2.256
H -2.774 5.367 -1.833
H -3.781 3.969 -1.416
H -4.537 5.623 -4.699
H -2.853 5.945 -4.290
H -3.160 5.606 -6.735
H -3.973 4.125 -6.448
H -1.121 4.980 -5.967
H -1.711 3.608 -6.964
H -2.709 1.181 -4.565
H -2.846 1.687 -6.248
H -1.466 0.913 -5.462
H 0.270 2.116 -3.982
H 0.553 2.358 -5.633
H 0.501 3.708 -4.437
H -5.490 3.712 -3.605
H -4.457 2.334 -3.082
H -4.593 2.846 -4.822
H -1.212 2.723 -2.042
C -10.256 -1.912 0.632
C -9.074 -0.884 0.819
C -8.623 -0.912 2.316
C -7.714 -2.047 2.679
C -6.502 -1.986 1.727
C -6.909 -2.120 0.224
N -7.961 -1.098 -0.097
O -8.385 -1.094 -1.390
C -5.558 -1.875 -0.570
C -7.435 -3.527 -0.027
C -9.451 0.622 0.687
H -10.003 -2.950 0.847
H -10.874 -1.841 -0.263
H -10.813 -1.737 1.553
H -8.002 -0.039 2.515
H -9.461 -0.912 3.013
H -8.257 -2.992 2.694
H -7.532 -1.904 3.744
H -5.851 -2.841 1.907
H -5.857 -1.115 1.845
H -4.745 -2.569 -0.352
H -5.775 -1.973 -1.634
H -5.172 -0.878 -0.361
H -7.854 -3.593 -1.031
H -6.642 -4.273 -0.077
H -8.222 -3.928 0.611
H -9.707 0.807 -0.356
H -8.666 1.317 0.985
H -10.343 0.884 1.257
H -9.063 -1.773 -1.380
C 5.479 2.044 2.309
C 6.339 3.109 1.556
C 6.145 4.406 2.360
C 7.036 4.366 3.595
C 8.531 4.263 3.106
C 8.713 2.896 2.398
N 7.766 2.792 1.344
O 7.886 1.680 0.561
C 10.111 3.107 1.726
C 8.882 1.719 3.390
C 5.634 3.327 0.228
H 6.017 1.377 2.982
H 4.990 1.286 1.697
H 4.704 2.470 2.946
H 6.485 5.175 1.667
H 5.107 4.547 2.662
H 6.758 3.526 4.232
H 6.953 5.271 4.197
H 9.208 4.563 3.906
H 8.756 5.113 2.461
H 10.549 2.194 1.321
H 10.055 3.671 0.795
H 10.815 3.616 2.385
H 8.055 1.633 4.095
H 8.826 0.752 2.890
H 9.825 1.708 3.937
H 4.724 3.914 0.349
H 5.347 2.403 -0.274
H 6.305 3.761 -0.513
H 8.262 2.161 -0.180
C -5.335 1.618 2.936
C -4.804 2.976 3.539
C -4.402 3.879 2.347
C -5.472 4.589 1.530
C -6.209 5.403 2.640
C -6.832 4.538 3.813
N -5.798 3.611 4.371
O -6.173 2.968 5.529
C -7.228 5.582 4.885
C -8.087 3.916 3.146
C -3.618 2.626 4.456
H -6.199 1.783 2.294
H -5.655 0.927 3.717
H -4.699 1.007 2.295
H -3.581 4.483 2.734
H -3.968 3.244 1.574
H -6.153 3.980 0.935
H -5.050 5.317 0.837
H -7.061 5.925 2.206
H -5.518 6.203 2.909
H -7.665 5.032 5.719
H -6.349 6.082 5.292
H -8.030 6.210 4.496
H -7.955 3.175 2.358
H -8.531 3.350 3.966
H -8.771 4.691 2.800
H -2.888 1.995 3.949
H -3.885 2.024 5.325
H -3.098 3.465 4.917
H -5.558 3.199 6.229
C -0.937 -9.514 1.527
C -0.376 -8.097 1.449
C 0.717 -8.172 0.376
C 1.110 -6.759 -0.062
C -0.090 -5.971 -0.529
C -1.306 -5.846 0.460
N -1.538 -7.241 0.991
O -2.662 -7.254 1.747
C -1.101 -4.754 1.484
C -2.477 -5.411 -0.459
C 0.244 -7.636 2.798
H -0.081 -10.113 1.835
H -1.356 -9.852 0.579
H -1.725 -9.505 2.280
H 1.655 -8.587 0.746
H 0.416 -8.783 -0.475
H 1.913 -6.704 -0.797
H 1.577 -6.160 0.720
H -0.392 -6.442 -1.464
H 0.105 -4.931 -0.792
H -1.300 -3.755 1.097
H -1.774 -4.813 2.340
H -0.125 -4.621 1.951
H -2.352 -4.398 -0.841
H -2.704 -6.147 -1.230
H -3.484 -5.391 -0.042
H 0.544 -6.589 2.752
H 0.983 -8.270 3.288
H -0.576 -7.536 3.510
H -3.306 -7.589 1.119
C 5.688 -4.704 -3.517
C 5.275 -3.467 -2.736
C 3.885 -3.853 -2.132
C 3.379 -2.878 -1.065
C 4.405 -2.772 0.056
C 5.870 -2.311 -0.422
N 6.232 -3.179 -1.589
O 7.614 -3.148 -2.008
C 5.936 -0.853 -0.849
C 6.838 -2.467 0.782
C 5.077 -2.281 -3.667
H 6.760 -4.853 -3.643
H 5.277 -4.794 -4.522
H 5.397 -5.593 -2.958
H 3.072 -3.605 -2.814
H 3.759 -4.898 -1.847
H 2.394 -3.169 -0.697
H 3.198 -1.846 -1.364
H 4.346 -3.725 0.582
H 4.062 -2.070 0.815
H 6.817 -0.603 -1.441
H 5.007 -0.593 -1.356
H 5.915 -0.137 -0.027
H 6.408 -1.771 1.502
H 6.729 -3.505 1.096
H 7.853 -2.253 0.449
H 6.054 -1.827 -3.832
H 4.321 -1.643 -3.208
H 4.674 -2.692 -4.594
H 7.966 -4.035 -1.903
C -1.521 -6.646 -8.152
C -1.573 -6.268 -6.663
C -0.793 -7.450 -5.943
C -0.416 -7.181 -4.450
C 0.438 -5.832 -4.411
C -0.332 -4.626 -5.047
N -0.795 -5.035 -6.397
O -1.154 -3.984 -7.149
C -1.451 -4.177 -4.097
C 0.663 -3.456 -5.170
C -3.098 -6.306 -6.212
H -0.569 -6.245 -8.498
H -2.313 -6.272 -8.801
H -1.499 -7.722 -8.321
H -1.448 -8.321 -5.931
H 0.113 -7.741 -6.473
H 0.212 -7.992 -4.079
H -1.322 -7.124 -3.847
H 1.330 -5.957 -5.024
H 0.887 -5.600 -3.445
H -2.040 -3.487 -4.702
H -2.096 -5.004 -3.801
H -1.216 -3.631 -3.183
H 1.260 -3.391 -4.261
H 1.436 -3.545 -5.933
H 0.158 -2.494 -5.257
H -3.504 -7.250 -6.576
H -3.570 -5.363 -6.485
H -3.141 -6.211 -5.127
H -0.371 -3.860 -7.691
*
```

## Properties
Gap between HOMO and LUMO = 8.311 eV
LUMO energy = 0.0170 Eh
Electronic energy = -4842.4008 Ha
Energy above the lowest of the compared OMol25 structures with the same formula, charge and spin = 184.1 kcal/mol
SMILES = CC1(C)CCCC(C)(C)N1O.CC1(C)CCCC(C)(C)N1O.CC1(C)CCCC(C)(C)N1O.CC1(C)CCCC(C)(C)N1O.CC1(C)CCCC(C)(C)N1O.CC1(C)CCCC(C)(C)N1O.CC1(C)CCCC(C)(C)N1O.CC1(C)CCCC(C)(C)N1O.CC1(C)CCCC(C)(C)N1O.CC1(C)CCCC(C)(C)N1O